(1)
85
Properties=species:S:1:pos:R:3:forces:R:3:lowdin_charge:R:1 method="wB97M-V/def2-TZVPD" total_charge=+1 relative_energy_kj_mol=30.0
Cs -0.02660 -0.18047 0.71064 0.48 -0.24 0.21 1.035
C 0.86326 4.14365 0.53778 -0.01 -0.01 0.03 -0.031
C 1.40924 3.46653 1.76116 0.03 -0.09 0.01 -0.333
C 1.25522 4.02198 3.02733 -0.02 0.04 0.07 -0.022
C 1.85550 3.40430 4.11235 -0.04 0.04 0.02 -0.064
C 2.59448 2.25044 3.90232 0.02 -0.09 -0.11 -0.141
C 2.67245 1.73065 2.60966 0.03 0.07 0.14 -0.472
N 2.08524 2.32772 1.57134 0.03 -0.07 -0.05 0.053
Sb 3.99928 0.04069 2.30915 0.04 0.05 -0.16 1.522
C 4.01583 0.05574 0.15035 -0.15 -0.03 -0.01 -0.453
C 5.26480 0.02836 -0.46074 -0.08 0.00 0.08 -0.123
C 5.32684 0.00967 -1.84516 0.03 0.00 -0.02 -0.054
C 4.14710 0.01283 -2.56420 0.07 0.00 -0.10 -0.022
C 2.93517 0.04243 -1.88447 -0.09 0.05 0.13 -0.329
C 1.62105 0.02826 -2.62806 0.13 0.01 0.14 -0.039
N 2.87628 0.07216 -0.54868 0.03 -0.09 -0.07 0.016
C 2.66940 -1.64400 2.62026 -0.02 -0.19 -0.05 -0.474
C 2.60565 -2.22753 3.88328 0.03 0.20 -0.05 -0.126
C 1.87540 -3.39375 4.04019 -0.02 -0.04 0.01 -0.057
C 1.25747 -3.95744 2.93629 -0.06 -0.06 0.05 -0.024
C 1.37753 -3.33330 1.70041 0.21 0.09 0.05 -0.359
C 0.73692 -3.88608 0.45589 0.04 0.17 0.11 -0.036
N 2.07291 -2.19559 1.56332 0.01 -0.15 -0.10 -0.025
H 1.53321 4.95111 0.23517 -0.01 0.00 -0.01 0.093
H -0.12032 4.57381 0.72358 0.00 0.01 -0.01 0.070
H 0.80426 3.43291 -0.28531 0.00 -0.01 0.01 0.065
H 0.69302 4.93806 3.15532 0.00 0.00 -0.01 0.119
H 1.76323 3.83185 5.10315 0.01 -0.01 0.00 0.116
H 3.10827 1.75990 4.72031 0.00 0.03 0.02 0.096
H 6.16485 0.01894 0.14040 0.02 0.00 -0.03 0.086
H 6.27955 -0.01228 -2.35838 0.01 0.00 0.02 0.114
H 4.16408 -0.00913 -3.64609 -0.03 0.00 0.01 0.115
H 1.77536 0.04530 -3.70503 -0.01 0.00 0.00 0.079
H 1.00671 0.88867 -2.35165 0.04 0.00 0.01 0.065
H 1.05806 -0.87346 -2.37790 -0.01 -0.02 -0.02 0.071
H 3.13317 -1.78056 4.71714 -0.01 -0.04 0.03 0.095
H 1.80466 -3.87481 5.00770 0.01 0.01 0.00 0.115
H 0.70300 -4.88289 3.02658 -0.01 0.00 0.00 0.118
H 0.63621 -4.96895 0.50400 -0.05 0.00 0.01 0.088
H 1.33916 -3.61530 -0.41029 -0.01 -0.03 -0.01 0.085
H -0.26044 -3.44815 0.32371 0.05 -0.09 -0.03 0.017
C -0.24998 -0.16655 4.90029 0.02 -0.04 0.02 -0.125
O -0.03926 0.42895 3.62388 -0.15 0.06 0.09 -0.268
H -1.08600 0.29603 5.42903 0.00 0.01 -0.01 0.085
H 0.64750 -0.10531 5.52141 0.00 0.00 0.00 0.082
H -0.47932 -1.21716 4.73348 0.00 0.00 -0.02 0.079
H 0.24815 1.33957 3.76083 0.05 -0.03 0.01 0.043
C -4.63538 4.13336 -0.48909 -0.02 -0.01 -0.03 -0.120
C -4.12796 2.71205 -0.31706 0.21 -0.14 -0.03 -0.395
S -2.35277 2.56491 -0.62656 -0.11 0.12 -0.09 0.896
O -2.02577 1.09411 -0.53565 -0.61 0.61 -0.39 -0.814
C -2.30527 2.98212 -2.39437 0.03 -0.20 0.20 -0.372
C -3.10550 2.02507 -3.25971 0.01 0.01 -0.04 -0.116
H -5.66183 4.20165 -0.13184 0.00 0.01 0.00 0.085
H -4.62762 4.44369 -1.53341 -0.02 0.01 0.01 0.071
H -4.03639 4.84023 0.08665 0.00 0.01 -0.01 0.080
H -4.61743 1.98533 -0.96601 -0.09 0.02 0.04 0.083
H -4.22872 2.37163 0.71440 -0.04 -0.02 -0.01 0.086
H -1.23763 2.92983 -2.61684 -0.01 0.04 -0.07 0.082
H -2.61585 4.02294 -2.48719 0.02 0.02 0.00 0.087
H -2.87752 0.99275 -2.99276 0.00 0.00 0.01 0.067
H -2.85007 2.16731 -4.30934 0.01 0.02 0.01 0.084
H -4.17864 2.18389 -3.15918 0.00 0.01 0.00 0.075
C -4.17820 -4.07058 -2.31844 0.05 0.04 -0.06 -0.148
C -2.93961 -3.24099 -1.98851 0.00 0.09 0.07 -0.423
P -2.83909 -2.44002 -0.32259 0.02 -0.11 -0.04 0.912
C -3.32800 -3.86176 0.76306 0.02 0.19 0.08 -0.417
C -2.86397 -3.68913 2.21181 -0.05 -0.01 -0.08 -0.153
C -4.36091 -1.39582 -0.33293 0.02 -0.12 0.04 -0.420
C -4.64793 -0.72902 1.01088 -0.01 -0.03 -0.08 -0.156
H -4.08614 -4.48830 -3.32200 -0.04 -0.03 0.01 0.073
H -5.08863 -3.47182 -2.29966 0.00 0.00 0.02 0.062
H -4.30473 -4.90228 -1.62594 -0.01 0.00 0.01 0.063
H -2.81689 -2.43807 -2.72168 0.03 -0.01 0.00 0.069
H -2.04226 -3.86156 -2.06853 0.01 0.00 -0.03 0.067
H -2.86869 -4.76101 0.34434 -0.03 0.00 -0.05 0.077
H -4.41138 -3.99730 0.71277 0.01 -0.08 0.03 0.082
H -1.77535 -3.60877 2.26525 -0.01 0.00 0.01 0.043
H -3.16930 -4.54105 2.82060 0.01 0.01 0.03 0.075
H -3.28184 -2.78904 2.66381 0.01 0.01 0.02 0.055
H -5.21118 -2.00667 -0.64450 -0.06 0.07 0.00 0.072
H -4.19641 -0.63035 -1.09553 0.02 -0.02 -0.03 0.057
H -4.92821 -1.46253 1.76706 0.01 0.00 0.02 0.062
H -5.47864 -0.02696 0.91910 0.00 0.00 0.03 0.070
H -3.77485 -0.17904 1.36918 0.00 0.00 0.01 0.055



(2)
91
Properties=species:S:1:pos:R:3:forces:R:3:lowdin_charge:R:1 method="wB97M-V/def2-TZVPD" total_charge=0 smiles="Cc1ccccc1C[C@]1([PH2]=O)NC(=O)[C@](CC=O)(C(F)(F)C(F)(F)C(F)(F)F)[C@@H]1S.CCN(CC)CC.CCN(CC)CC"
C -5.78314 -0.38247 -1.86962 1.26 -0.64 0.65 -0.144
C -4.81769 -0.68412 -3.16300 1.34 -0.91 -3.01 -0.130
C -5.45179 -1.71674 -4.31388 3.71 1.21 -0.89 -0.033
C -4.64529 -2.14115 -5.67671 1.44 2.91 3.47 -0.066
C -3.15277 -1.47694 -5.91905 -2.15 0.96 3.68 -0.068
C -2.52621 -0.46324 -4.79044 -2.90 -1.33 0.37 -0.035
C -3.30175 -0.04605 -3.38358 -2.29 -2.69 -2.50 -0.103
C -2.60293 0.93378 -2.27013 0.28 -0.18 -1.61 -0.169
C -1.23981 0.27984 -1.61541 -0.16 0.27 0.47 -0.481
P -0.56139 1.79474 -0.60714 -3.77 1.63 3.98 0.793
O -1.62254 2.23491 0.52187 3.23 -1.65 -3.49 -0.513
N -0.15498 -0.24758 -2.56570 0.34 -0.84 3.55 0.085
C 0.53275 -1.41173 -1.82786 5.50 1.01 -2.83 -0.211
O 1.82308 -1.66567 -2.09432 -8.18 1.26 2.04 -0.012
C -0.48533 -2.16792 -0.73313 2.12 1.62 -1.94 -0.196
C 0.58276 -2.45777 0.49055 0.38 0.01 0.46 -0.068
C -0.10478 -2.85181 1.92351 2.72 -3.26 4.30 -0.097
O 0.57654 -3.46572 2.92642 -4.05 4.03 -6.65 -0.073
C -1.04506 -3.39704 -1.65006 -0.91 0.08 -2.04 -0.110
F 0.02667 -4.02781 -2.50709 -3.21 1.88 2.90 0.025
F -2.05080 -2.86214 -2.63740 3.24 -1.45 3.26 0.018
C -1.77634 -4.62057 -0.85723 -2.91 -1.22 -0.51 -0.091
F -2.48842 -4.25146 0.38567 2.54 -0.72 -3.92 0.013
F -2.84235 -5.14266 -1.79359 3.34 1.54 3.15 0.022
C -0.82094 -5.91606 -0.52350 -0.47 -2.59 0.87 -0.130
F 0.53442 -5.58423 -0.03111 -4.77 -1.28 -2.02 0.055
F -0.83238 -6.80049 -1.72751 0.73 3.12 4.47 0.046
F -1.53136 -6.67466 0.57352 2.78 2.45 -3.79 0.026
C -1.41851 -0.86154 -0.40802 1.47 1.19 1.25 -0.508
S -3.13020 -1.05264 0.31479 0.74 0.35 0.60 0.764
H -5.39350 0.56968 -1.26439 -1.09 -2.03 -1.54 0.074
H -5.64172 -1.29387 -1.11178 -0.33 1.92 -1.67 0.061
H -6.92931 -0.33447 -2.10606 2.40 0.14 0.12 0.084
H -6.50984 -2.18577 -4.12370 2.30 1.10 -0.36 0.086
H -5.16819 -2.90239 -6.41230 1.40 1.84 1.60 0.085
H -2.52475 -1.73145 -6.87478 -1.39 0.59 2.14 0.079
H -1.45298 0.00048 -4.98694 -2.56 -1.15 0.46 0.085
H -2.24896 1.91278 -2.85195 -0.68 -2.04 1.16 0.127
H -3.32415 1.30716 -1.42724 1.45 -1.05 -1.60 0.099
H -0.31921 2.95246 -1.43425 0.19 -0.98 -0.08 0.023
H 0.70700 1.49896 0.05482 -0.60 -0.16 -0.98 0.035
H 0.50638 0.56149 -2.75128 -0.53 -1.81 -0.07 0.121
H 1.44707 -3.20083 0.14368 -2.14 1.47 0.92 0.155
H 1.14340 -1.41849 0.66988 -1.29 -2.21 -0.36 0.151
H -1.26515 -2.64399 2.10716 2.46 -0.24 -0.55 0.129
H -0.80339 -0.34474 0.47489 -1.38 -1.38 -1.64 0.087
H -3.03929 -0.40704 1.58971 0.47 -0.65 -1.84 -0.061
C 3.93193 6.43142 -1.89366 0.02 0.03 -0.06 -0.092
C 3.76132 4.91896 -2.00495 -0.13 0.13 -0.18 -0.269
N 3.04067 4.49427 -3.20918 -0.37 -0.30 0.03 -0.189
C 2.61666 3.09168 -3.16641 0.00 0.24 0.05 -0.265
C 3.70757 2.02657 -3.13101 0.05 -0.35 0.01 -0.080
C 3.59334 4.94061 -4.48863 -0.07 0.37 0.05 -0.249
C 5.03645 4.56371 -4.80919 0.24 -0.06 -0.21 -0.088
H 2.96793 6.94545 -1.96756 0.11 -0.11 -0.06 0.080
H 4.37190 6.68414 -0.92263 -0.04 -0.08 -0.15 0.074
H 4.59832 6.82466 -2.66562 -0.07 0.00 0.05 0.065
H 3.19229 4.59929 -1.12222 -0.03 -0.19 -0.26 0.116
H 4.74618 4.44280 -1.93317 0.12 -0.01 0.09 0.098
H 1.95129 2.88604 -4.01521 0.14 0.22 -0.05 0.111
H 1.98375 2.95505 -2.27974 0.10 0.21 0.10 0.069
H 4.19332 1.91357 -4.10077 0.04 0.02 0.10 0.060
H 3.26377 1.05514 -2.88263 0.07 0.04 -0.02 0.060
H 4.47046 2.23471 -2.37504 -0.09 0.02 -0.11 0.073
H 3.51207 6.03348 -4.53353 -0.01 -0.11 0.17 0.103
H 2.94969 4.59336 -5.30702 -0.05 -0.12 0.30 0.116
H 5.71302 4.73749 -3.96783 -0.09 -0.02 -0.04 0.069
H 5.39705 5.17382 -5.64450 -0.05 -0.06 0.09 0.075
H 5.12330 3.52112 -5.11702 0.09 0.04 0.10 0.054
C -0.10376 0.63269 4.78514 0.02 -0.02 -0.05 -0.094
C 0.10612 0.37382 6.27442 -0.21 -0.26 -0.07 -0.268
N -0.48325 -0.88449 6.74260 -0.24 0.02 0.32 -0.191
C -0.54654 -0.98654 8.20357 -0.22 0.19 -0.11 -0.255
C 0.77419 -1.02256 8.96526 0.17 -0.05 0.32 -0.095
C -0.05465 -2.10026 6.04989 -0.13 0.13 -0.36 -0.247
C 1.43778 -2.41561 6.02615 0.24 -0.29 -0.07 -0.086
H -1.16486 0.58159 4.51972 0.12 -0.04 0.07 0.077
H 0.25697 1.63496 4.52890 -0.04 -0.14 0.06 0.074
H 0.44666 -0.08000 4.16568 -0.03 -0.01 0.01 0.055
H -0.36855 1.20638 6.80990 0.03 -0.29 0.15 0.118
H 1.17804 0.42697 6.49798 0.14 0.10 -0.02 0.097
H -1.13768 -1.86887 8.48201 0.10 0.04 -0.26 0.112
H -1.12847 -0.13444 8.57870 0.07 0.01 -0.21 0.108
H 1.27566 -1.98505 8.85887 0.06 0.10 -0.03 0.054
H 0.58426 -0.87966 10.03570 0.01 -0.01 -0.13 0.071
H 1.45946 -0.22971 8.65123 -0.07 -0.10 -0.01 0.067
H -0.40410 -2.04350 5.01178 0.06 0.10 0.12 0.082
H -0.58974 -2.96516 6.46250 -0.01 0.29 0.15 0.119
H 2.04769 -1.54340 5.77495 -0.07 -0.02 0.05 0.070
H 1.63840 -3.17912 5.26667 -0.07 0.12 0.08 0.058
H 1.78123 -2.81846 6.97960 0.07 0.13 -0.03 0.054



| no. | orbital gap (eV) |
| --- | --- |
| 1 | 8.77 |
| 2 | 7.39 |